1.
Computed, not measured: the molecule C4H7NO in a non-equilibrium geometry, with wB97M-V/def2-TZVPD.

Atoms and positions in Å:
O1 2.14341 -0.79731 -1.14815
N1 1.33909 0.87061 0.26804
C1 -1.45402 -0.01530 -0.45164
C2 -0.16320 -0.77365 -0.52291
C3 -0.89000 0.08475 0.88110
C4 1.20087 -0.27562 -0.58361
H1 2.01191 1.51402 -0.10276
H2 -1.05355 -0.61080 1.68241
H3 1.65596 0.53727 1.17707
H4 -0.27415 -1.80639 -0.90477
H5 -1.58276 0.88419 -1.03882
H6 -2.28118 -0.70995 -0.49360
H7 -0.65237 1.09817 1.23765

Cartesian forces, eV/Å:
O -0.6 0.2 -0.1
N 0.8 0.5 -0.3
C -0.5 0.1 -0.2
C 0.1 0.2 0.7
C -0.2 -0.7 0.0
C 0.1 0.3 0.1
H 0.8 0.0 -0.1
H -0.8 -0.4 -0.1
H -0.2 0.3 -0.1
H 0.0 0.4 1.1
H -0.1 0.1 0.1
H -0.1 0.0 -0.5
H 0.6 -1.0 -0.5

Energy: -286.5184 hartree
SMILES string: NC(=O)C1CC1
ΔE to the lowest compared entry with this formula, charge and spin: 71.1 kcal/mol

natural (NBO) population analysis, charges in e, atoms 1 to 8: number 1, O, carries -0.58; number 2, N, carries -0.90; number 3, C, carries -0.44; number 4, C, carries -0.34; number 5, C, carries -0.31; number 6, C, carries 0.65; number 7, H, carries 0.38; number 8, H, carries 0.21

---

2.
Computed, not measured: a cluster of 2 separate species, H4O2 in total in a non-equilibrium geometry, with wB97M-V/def2-TZVPD.

Atoms and positions in Å:
O1 1.70260 -0.10568 -0.05992
O2 -1.61289 -0.08696 -0.04287
H1 -1.70799 0.95405 -0.07354
H2 -2.37936 -0.27802 0.44026
H3 1.03451 0.56499 -0.09307
H4 2.33520 0.30014 0.54865

Cartesian forces, eV/Å:
O 0.9 0.0 0.4
O 1.2 4.1 -1.1
H 0.5 -3.1 -0.1
H -1.8 -0.9 1.2
H -0.9 0.3 -0.2
H 0.1 -0.4 -0.1

Energy: -152.8581 hartree
SMILES string: O.O
ΔE to the lowest compared entry with this formula, charge and spin: 10.6 kcal/mol

Computed natural (NBO) charges, given in elementary charges: number 1, O, carries -0.92; number 2, O, carries -0.92; number 3, H, carries 0.46; number 4, H, carries 0.46; number 5, H, carries 0.46; number 6, H, carries 0.46

---

3.
Computed, not measured: a cluster of 4 separate species, C8H24O4 in total in a non-equilibrium geometry, with wB97M-V/def2-TZVPD.

Atoms and positions in Å:
O1 3.84865 -2.96523 0.82999
O2 0.02134 0.71676 -2.24660
O3 -0.76142 0.54650 0.61647
O4 -3.65774 -0.07157 0.97230
C1 -3.91138 0.12394 -0.38088
C2 -0.50251 1.43225 2.73733
C3 1.25525 1.11329 -1.84815
C4 2.21700 0.70908 -2.92106
C5 2.79355 -1.09225 1.86706
C6 -0.57122 1.80100 1.27019
C7 -4.13470 -1.21716 -0.99471
C8 2.70646 -2.09696 0.72937
H1 -4.92394 -1.78657 -0.50382
H2 -0.47398 1.35936 -2.75974
H3 2.09130 -0.36876 -3.02374
H4 2.83634 -1.65972 -0.26061
H5 -3.06900 0.66908 -0.80670
H6 1.79177 -2.68734 0.67542
H7 -1.33233 2.54352 1.03044
H8 2.02231 1.03034 -3.94429
H9 0.41040 2.14704 0.94650
H10 -0.63208 2.26846 3.42441
H11 3.69536 -0.48118 1.82882
H12 1.34141 2.17965 -1.63946
H13 2.73355 -1.60992 2.82440
H14 -1.16817 0.65302 3.10854
H15 -3.24488 -1.84198 -1.07153
H16 1.93277 -0.42691 1.80004
H17 -0.45695 0.77648 -0.26444
H18 -4.28705 -1.24013 -2.07376
H19 0.45224 0.94547 2.93631
H20 3.25790 0.97430 -2.73588
H21 -2.72132 -0.20166 1.13907
H22 -4.77556 0.78478 -0.44852
H23 1.43021 0.56789 -0.92077
H24 3.78642 -3.59487 0.10798

Cartesian forces, eV/Å:
O 0.0 -0.4 0.5
O -2.5 -1.3 0.5
O -0.2 0.6 -0.2
O -0.4 0.1 1.9
C 0.5 0.3 -0.2
C 0.4 0.0 1.0
C 1.5 0.8 -0.2
C 1.0 -0.9 -0.7
C -0.7 -0.2 -0.4
C 0.2 -1.1 1.0
C 0.2 -1.1 -1.6
C 1.2 0.0 -0.6
H 0.0 0.1 0.0
H -0.2 0.8 -0.5
H 0.5 -0.3 0.1
H -0.5 0.8 0.1
H 0.0 -0.1 -0.5
H -0.2 0.1 0.5
H -0.2 -0.1 -0.1
H -0.6 0.7 0.3
H 0.0 0.6 0.1
H 0.2 0.2 -0.1
H 0.1 -0.2 -0.1
H -0.2 0.3 0.1
H 0.1 0.0 0.0
H -0.7 0.1 -0.7
H 0.5 0.1 1.1
H 0.0 0.1 0.0
H -0.4 -0.8 -1.1
H -0.9 0.7 -0.2
H 0.3 0.4 0.0
H 0.2 -0.1 0.4
H 0.4 0.1 -0.4
H -0.2 -0.1 -0.1
H 0.6 0.1 0.1
H 0.1 -0.1 0.0

Expectation value of S²: 0.75
Energy: -620.0556 hartree
ΔE to the lowest compared entry with this formula, charge and spin: 18.0 kcal/mol
Total charge: -1
Multiplicity: 2

natural (NBO) population analysis, charges in e, atoms 1 to 8: number 1, O, carries -0.75; number 2, O, carries -0.92; number 3, O, carries -0.77; number 4, O, carries -0.76; number 5, C, carries -0.11; number 6, C, carries -0.63; number 7, C, carries -0.34; number 8, C, carries -0.74

---

4.
Computed, not measured: the molecule C5H8Br2O2 in a non-equilibrium geometry, with wB97M-V/def2-TZVPD.

Atoms and positions in Å:
Br1 -0.90758 2.60250 -0.46065
Br2 3.71442 -0.17284 0.31231
O1 -2.07513 0.41455 1.22959
O2 0.11261 0.76696 1.75739
C1 2.06905 0.68516 -0.23695
C2 -0.27091 -0.30482 -0.26268
C3 -0.83832 0.64732 0.72521
C4 1.04057 -0.25496 -0.62597
C5 -1.08163 -1.46799 -0.86236
H1 -1.95844 -1.76606 -0.11270
H2 -1.79798 -1.17243 -1.66899
H3 -0.51321 -2.31345 -1.20935
H4 -0.32756 0.74763 2.63742
H5 1.40892 -0.91363 -1.29837
H6 -2.55268 -0.10003 0.56063
H7 2.28155 1.35810 -1.16582
H8 1.69629 1.24399 0.68128

Cartesian forces, eV/Å:
Br 0.2 -0.2 0.1
Br 0.4 -0.3 -0.1
O 0.1 0.0 -0.4
O -1.3 0.7 0.3
C -1.0 2.6 0.3
C -6.4 -0.5 1.8
C 1.8 -3.0 0.1
C 4.5 1.7 -0.1
C -3.2 1.7 1.7
H 2.2 -0.1 -1.0
H 1.0 0.2 -0.1
H 0.3 -0.2 0.2
H 0.1 0.2 -1.0
H 0.6 -2.3 -2.2
H -0.2 0.3 0.2
H 0.0 -0.9 1.9
H 1.0 -0.1 -1.7

Expectation value of S²: 2.01
Energy: -5493.6467 hartree
Multiplicity: 3

natural (NBO) population analysis, charges in e, atoms 1 to 8: number 1, Br, carries -0.32; number 2, Br, carries -0.01; number 3, O, carries -0.69; number 4, O, carries -0.72; number 5, C, carries -0.53; number 6, C, carries 0.05; number 7, C, carries 0.56; number 8, C, carries -0.12

---

5.
Computed, not measured: a structure of composition C26H17BrCoF6N7O13S2 in a non-equilibrium geometry, with wB97M-V/def2-TZVPD.

Atoms and positions in Å:
Br1 -6.67401 0.78818 -1.56716
Co1 0.43566 0.20417 0.13202
S1 0.49139 -3.31313 4.92489
S2 1.29788 -1.86367 2.71397
F1 -1.79054 -4.54409 4.43844
F2 -0.51472 -5.47575 5.92618
F3 2.12922 -4.18947 1.79227
F4 -0.02471 -5.64782 3.82075
F5 3.07339 -2.46305 0.88324
F6 3.63221 -3.06968 2.88294
O1 5.88852 -3.03640 -3.35928
O2 4.60485 -4.60599 -4.08258
O3 4.12039 0.85136 -1.25431
O4 -1.78614 -0.23296 0.05939
O5 0.38066 -0.92078 -1.37453
O6 -0.18914 -2.52950 5.90973
O7 -0.68571 1.40303 -1.73619
O8 0.62923 -1.38549 1.51131
O9 1.82628 -3.77187 5.17891
O10 2.09042 0.91821 -0.37126
O11 -1.02139 -2.90188 -2.33968
O12 2.00077 -0.90266 3.51160
O13 0.00934 -4.54181 -3.25919
N1 -0.37967 2.78422 1.02236
N2 0.26781 -2.77071 3.43948
N3 4.79001 -3.52823 -3.54159
N4 0.13000 1.62232 1.46016
N5 -0.01195 -3.41500 -2.78548
N6 -0.96086 3.24413 -3.69294
N7 -3.04345 3.71598 -4.33940
C1 0.01088 5.74818 -6.24087
C2 3.62884 -2.83973 -2.96717
C3 -2.64050 0.41033 -0.78453
C4 -2.39150 5.42411 -6.07098
C5 -1.30203 6.04808 -6.64448
C6 -2.15175 4.48019 -5.07109
C7 -0.83747 4.19534 -4.68035
C8 0.45395 1.81515 2.72972
C9 0.26833 4.81806 -5.25309
C10 3.01791 0.35758 -1.08425
C11 1.41994 -1.52189 -1.87770
C12 -0.52498 -4.83670 4.75240
C13 -2.29607 -1.40697 0.72624
C14 0.13089 3.12447 3.11854
C15 2.38580 -3.40943 -3.10926
C16 -4.01466 0.25039 -0.75511
C17 -4.24257 1.89989 -2.50991
C18 2.72507 -0.97535 -1.76188
C19 2.62376 -2.97664 2.03089
C20 1.29118 -2.75145 -2.58165
C21 -0.39342 3.71349 1.99213
C22 -2.29846 2.99744 -3.53958
C23 -2.05903 1.27996 -1.71468
C24 -2.85217 2.03805 -2.56451
C25 3.80416 -1.63204 -2.30873
C26 -4.79167 1.00530 -1.62436
H1 -2.66925 -2.10823 -0.01972
H2 -1.46333 -1.84052 1.26273
H3 0.83921 6.25742 -6.71703
H4 -4.48587 -0.43690 -0.07019
H5 -0.27928 0.49491 -1.83882
H6 -4.85083 2.49097 -3.17861
H7 -3.40498 5.64949 -6.37901
H8 -0.77045 4.70565 1.80793
H9 2.25861 -4.34601 -3.62435
H10 0.27046 3.57318 4.08671
H11 -0.62872 2.86873 0.05053
H12 1.27959 4.58489 -4.94335
H13 0.90481 1.01578 3.29746
H14 -1.45599 6.78457 -7.42359
H15 -0.23734 2.76541 -3.18280
H16 4.78106 -1.18021 -2.21722
H17 -3.08025 -1.12607 1.42804

Cartesian forces, eV/Å:
Br 0.0 0.0 0.0
Co -0.4 0.0 0.1
S 0.0 0.0 -0.1
S -0.1 -0.1 0.0
F 0.1 -0.1 0.0
F -0.1 -0.1 -0.1
F 0.1 0.0 0.0
F -0.1 0.0 0.1
F 0.0 0.0 0.0
F 0.0 -0.1 0.0
O -0.1 0.1 -0.3
O 0.0 0.3 -0.2
O -0.1 0.0 0.0
O 0.1 -0.2 0.2
O 0.1 -0.2 -0.1
O 0.0 0.0 0.0
O -0.2 0.1 -0.1
O 0.2 0.0 0.0
O 0.0 0.0 0.0
O 0.2 0.0 0.1
O 0.1 0.2 -0.5
O 0.0 0.0 0.0
O 0.0 0.3 -0.4
N 0.0 0.0 0.0
N 0.1 0.1 0.1
N 0.1 -0.4 0.7
N 0.2 0.1 0.0
N 0.1 -0.6 1.2
N 0.0 0.0 0.0
N 0.0 0.0 0.0
C 0.0 0.0 0.0
C 0.1 0.0 -0.2
C 0.0 0.0 0.0
C 0.0 0.0 0.0
C 0.0 0.0 0.0
C -0.1 0.0 0.0
C 0.1 0.0 0.0
C -0.1 0.0 0.0
C 0.0 0.0 0.0
C 0.0 0.1 0.1
C 0.0 0.0 -0.1
C 0.0 0.0 0.0
C 0.0 0.0 -0.1
C 0.0 0.0 0.0
C 0.0 0.1 0.0
C 0.0 0.0 0.0
C 0.0 0.0 0.0
C -0.1 0.0 0.0
C -0.1 0.1 0.0
C -0.1 0.2 -0.3
C 0.0 0.0 0.0
C 0.0 0.0 0.0
C 0.1 0.0 0.0
C 0.0 0.1 -0.1
C 0.0 0.0 0.0
C 0.0 0.0 0.0
H 0.0 0.0 0.0
H 0.0 0.0 0.0
H 0.0 0.0 0.0
H 0.0 0.0 0.0
H 0.0 0.0 -0.3
H 0.0 0.0 0.0
H 0.0 0.0 0.0
H 0.0 0.0 0.0
H 0.0 0.0 0.0
H 0.0 0.0 0.0
H 0.0 0.0 -0.1
H 0.0 0.0 0.0
H 0.0 0.0 0.0
H 0.0 0.0 0.0
H 0.0 0.0 0.0
H 0.0 0.0 0.0
H 0.0 0.0 0.0

Expectation value of S²: 0.87
Energy: -7714.7799 hartree
ΔE to the lowest compared entry with this formula, charge and spin: 10.8 kcal/mol
Total charge: -1
Multiplicity: 2

Löwdin population analysis, charges in e, atoms 1 to 8: number 1, Br, carries 0.74; number 2, Co, carries 0.61; number 3, S, carries 0.60; number 4, S, carries 0.63; number 5, F, carries 0.13; number 6, F, carries 0.13; number 7, F, carries 0.14; number 8, F, carries 0.14

---

> What is the energy in the second record?

-152.8581 hartree

---

> What is the energy in the fifth record?

-7714.7799 hartree

---

Please write out number 4 again, unchanged.
Computed, not measured: the molecule C5H8Br2O2 in a non-equilibrium geometry, with wB97M-V/def2-TZVPD.

Atoms and positions in Å:
Br1 -0.90758 2.60250 -0.46065
Br2 3.71442 -0.17284 0.31231
O1 -2.07513 0.41455 1.22959
O2 0.11261 0.76696 1.75739
C1 2.06905 0.68516 -0.23695
C2 -0.27091 -0.30482 -0.26268
C3 -0.83832 0.64732 0.72521
C4 1.04057 -0.25496 -0.62597
C5 -1.08163 -1.46799 -0.86236
H1 -1.95844 -1.76606 -0.11270
H2 -1.79798 -1.17243 -1.66899
H3 -0.51321 -2.31345 -1.20935
H4 -0.32756 0.74763 2.63742
H5 1.40892 -0.91363 -1.29837
H6 -2.55268 -0.10003 0.56063
H7 2.28155 1.35810 -1.16582
H8 1.69629 1.24399 0.68128

Cartesian forces, eV/Å:
Br 0.2 -0.2 0.1
Br 0.4 -0.3 -0.1
O 0.1 0.0 -0.4
O -1.3 0.7 0.3
C -1.0 2.6 0.3
C -6.4 -0.5 1.8
C 1.8 -3.0 0.1
C 4.5 1.7 -0.1
C -3.2 1.7 1.7
H 2.2 -0.1 -1.0
H 1.0 0.2 -0.1
H 0.3 -0.2 0.2
H 0.1 0.2 -1.0
H 0.6 -2.3 -2.2
H -0.2 0.3 0.2
H 0.0 -0.9 1.9
H 1.0 -0.1 -1.7

Expectation value of S²: 2.01
Energy: -5493.6467 hartree
Multiplicity: 3

natural (NBO) population analysis, charges in e, atoms 1 to 8: number 1, Br, carries -0.32; number 2, Br, carries -0.01; number 3, O, carries -0.69; number 4, O, carries -0.72; number 5, C, carries -0.53; number 6, C, carries 0.05; number 7, C, carries 0.56; number 8, C, carries -0.12